Entry 1:
This record from OMol25 describes a molecular structure, C25H32Br39FIN2O3. The level of theory is ωB97M-V/def2-TZVPD.

Values from the calculation:
LUMO	-3.69	eV
electronic energy	-102090.701093	Ha

```
! RIJCOSX wB97M-V def2-TZVPD def2/J DEFGRID3
* xyz 1 1
C -0.3710 -3.0465 -0.3806
C -1.0192 -1.6990 -0.1309
O -2.1376 -1.5307 -1.0082
C -2.2511 -0.2518 -1.5818
C -2.3945 0.8311 -0.5554
C -1.5807 1.9119 -0.2537
C -0.2727 2.2517 -0.9058
O 0.5753 2.9668 -0.0214
C 1.9076 2.9467 -0.4299
C 2.6863 1.7736 0.0939
O 2.3354 3.8113 -1.0993
N -2.2211 2.6144 0.7665
I -1.6657 4.3707 1.6838
C -3.3489 1.9647 1.0866
N -3.4797 0.8842 0.2999
C -4.6024 -0.0472 0.3062
C -5.8163 0.4860 -0.4939
C -6.0123 -0.1471 -1.8590
F -5.6639 1.8717 -0.6473
H 0.1803 -3.0571 -1.3240
H -1.1136 -3.8417 -0.3840
H 0.3513 -3.2414 0.4176
H -0.2884 -0.8973 -0.2874
H -1.3710 -1.6371 0.9060
H -1.4010 -0.0158 -2.2368
H -3.1403 -0.2743 -2.2145
H 0.1942 1.2934 -1.1785
H -0.4046 2.7922 -1.8465
H 3.1711 1.2804 -0.7540
H 2.0621 1.0622 0.6315
H 3.4787 2.1425 0.7503
H -4.0634 2.2655 1.8395
H -4.8824 -0.2330 1.3439
H -4.2460 -0.9902 -0.1066
H -6.7068 0.3413 0.1172
H -5.7293 -1.1984 -1.8735
H -7.0605 -0.0468 -2.1328
H -5.4399 0.4235 -2.5972
C 6.7140 3.6227 0.6384
Br 6.9510 4.4387 2.3621
Br 8.3830 3.0563 -0.1164
Br 5.4477 2.1709 0.7160
H 6.3001 4.3742 -0.0176
C -1.1451 -6.2051 -2.5958
Br -1.8312 -6.7216 -0.8796
Br -2.2084 -4.8204 -3.4091
Br 0.7042 -5.6963 -2.4728
H -1.1985 -7.0663 -3.2450
C 1.3076 8.1850 1.0294
Br 0.5077 9.0137 -0.5023
Br 0.9065 9.0908 2.6674
Br 0.8554 6.3091 1.0812
H 2.3784 8.2225 0.8869
C -0.6166 -9.4008 2.4390
Br -0.0648 -9.7550 4.2393
Br -2.3286 -8.5077 2.3923
Br 0.7134 -8.4217 1.4599
H -0.7484 -10.3543 1.9479
C 4.8072 5.2984 -2.7439
Br 6.3953 4.5867 -1.9256
Br 4.3353 7.0064 -2.0022
Br 4.9682 5.3783 -4.6544
H 3.9957 4.6233 -2.5115
C 4.1638 -4.5934 -5.0407
Br 4.5339 -5.0850 -3.2174
Br 2.4738 -3.6833 -5.1397
Br 5.5836 -3.5637 -5.8196
H 4.0724 -5.5062 -5.6104
C 6.4396 -7.2176 0.1847
Br 6.8258 -7.7017 1.9998
Br 4.7360 -6.3287 0.0446
Br 7.8385 -6.1547 -0.5884
H 6.3698 -8.1296 -0.3891
C 0.6857 0.8647 -5.0271
Br -0.7983 -0.0667 -5.8059
Br 0.1987 2.6508 -4.5032
Br 1.4032 -0.1264 -3.5394
H 1.4624 0.9410 -5.7742
C -9.8347 -1.7483 0.4440
Br -8.1464 -2.0970 1.3144
Br -10.7695 -0.2983 1.2765
Br -9.6027 -1.4666 -1.4426
H -10.4333 -2.6389 0.5664
C 3.3191 1.1592 4.5892
Br 4.7847 2.3888 4.6514
Br 1.9107 1.8180 3.4417
Br 3.8810 -0.6001 4.0696
H 2.9032 1.0899 5.5839
C 1.0825 12.5831 -1.9541
Br 2.9208 12.3530 -2.4631
Br 0.7866 14.2820 -1.1115
Br -0.1078 12.3124 -3.4396
H 0.8566 11.8200 -1.2266
C 1.0715 4.7065 6.5410
Br 2.8819 4.4974 7.1288
Br 0.0594 5.9273 7.6238
Br 1.0760 5.1899 4.6801
H 0.5986 3.7379 6.6074
C -3.7266 -11.4366 4.4068
Br -2.6677 -12.5341 3.2319
Br -5.5708 -11.9693 4.3914
Br -3.0105 -11.4017 6.1871
H -3.6768 -10.4289 4.0226
*
```

Entry 2:
This record from OMol25 describes C3H6ClF in the gas phase. The level of theory is ωB97M-V/def2-TZVPD.

Values from the calculation:
LUMO	0.85	eV
electronic energy	-677.890608	Ha
energy above the lowest of the compared OMol25 structures with the same formula, charge and spin	41.78	kcal per mole
SMILES	CC(C)(F)Cl

```
! RIJCOSX wB97M-V def2-TZVPD def2/J DEFGRID3
* xyz 0 1
C 0.3879 -1.2199 -0.3559
C -0.3305 -0.1278 0.3765
C -0.1434 1.3949 -0.0086
F 0.2763 -0.3053 1.6352
Cl -1.9783 -0.3505 0.3751
H 1.5801 -1.2474 -0.3157
H 0.1095 -2.2236 0.1303
H 0.1450 -1.1471 -1.3593
H -0.0637 1.3713 -1.2470
H 0.9650 1.8559 0.0052
H -0.9480 1.9996 0.7643
*
```

Entry 3:
This record from OMol25 describes 2 unconnected molecules or ions with the total composition C3H8BrO3S. The level of theory is ωB97M-V/def2-TZVPD.

Values from the calculation:
LUMO	3.55	eV
electronic energy	-3317.093077	Ha
energy above the lowest of the compared OMol25 structures with the same formula, charge and spin	7.42	kcal per mole

```
! RIJCOSX wB97M-V def2-TZVPD def2/J DEFGRID3
* xyz -1 1
Br 10.0839 -8.1684 14.3206
O 6.1805 -11.3479 16.2092
S 7.1678 -10.7319 15.3516
O 8.1912 -11.5943 14.6892
O 6.3464 -9.9991 14.1443
C 7.0660 -9.4971 13.0586
C 6.8490 -8.0069 12.9357
C 7.8398 -9.1988 16.2463
H 6.7602 -10.0361 12.1619
H 8.1347 -9.6209 13.2338
H 7.2446 -7.7518 11.9526
H 7.4005 -7.4655 13.7043
H 5.7738 -7.8291 12.9154
H 6.9677 -8.6595 16.6161
H 8.3683 -8.6409 15.4733
H 8.4807 -9.4932 17.0773
*
```

Entry 4:
This record from OMol25 describes 2 unconnected molecules or ions with the total composition C6H12O. The level of theory is ωB97M-V/def2-TZVPD.

Values from the calculation:
LUMO	1.09	eV
electronic energy	-310.974325	Ha
energy above the lowest of the compared OMol25 structures with the same formula, charge and spin	53.31	kcal per mole
SMILES	C=COCC.C=C

```
! RIJCOSX wB97M-V def2-TZVPD def2/J DEFGRID3
* xyz 0 1
C -0.9228 -1.9307 0.8206
C 0.0397 -1.4700 0.0306
O 0.6938 -0.3011 0.2588
C 1.9481 -0.2160 -0.4060
C 2.7126 0.9661 0.1482
H -1.4178 -2.8606 0.5677
H -1.2436 -1.3861 1.7024
H 0.3471 -2.0007 -0.8728
H 2.5121 -1.1439 -0.2392
H 1.7852 -0.1099 -1.4892
H 3.6788 1.0549 -0.3590
H 2.1543 1.8953 0.0020
H 2.8911 0.8333 1.2192
C -2.7522 0.5514 -0.5057
C -2.3132 1.6809 0.0360
H -2.0921 -0.0994 -1.0705
H -3.7804 0.2159 -0.3910
H -1.2763 1.9906 -0.0686
H -2.9644 2.3299 0.6167
*
```

Entry 5:
This record from OMol25 describes a gas-phase ion, C10H16F7N4 (charge +1). The level of theory is ωB97M-V/def2-TZVPD.

Values from the calculation:
LUMO	-3.40	eV
electronic energy	-1308.215730	Ha
energy above the lowest of the compared OMol25 structures with the same formula, charge and spin	118.21	kcal per mole
SMILES	C#CCCC[N@H+](CC(N)(N)N)C(F)(F)C(F)(F)C(F)(F)F

```
! RIJCOSX wB97M-V def2-TZVPD def2/J DEFGRID3
* xyz 1 1
C 1.3928 0.3714 4.0234
C 1.6016 1.2461 3.0468
C 1.6268 2.1338 1.6766
C 1.6539 1.0714 0.4170
C 0.6299 1.5525 -0.7234
N -0.0379 0.4828 -1.5557
C -1.4274 0.0589 -1.1622
C -1.9889 0.4033 0.2824
N -3.2602 -0.4503 0.4198
N -2.5296 1.8138 0.4467
N -1.1557 0.0155 1.4604
C 0.8704 -0.6256 -2.0227
F 2.1357 -0.0496 -2.4622
F 0.2520 -1.1000 -3.2614
C 1.1799 -1.8631 -1.1054
F 2.5604 -1.7368 -0.6374
F 0.4009 -2.1091 0.0595
C 1.1942 -3.2882 -1.9293
F 2.1115 -3.2856 -3.0271
F -0.1136 -3.7693 -2.2396
F 1.7422 -4.2419 -0.9726
H 0.8476 -0.1705 4.8930
H 0.6711 2.7707 1.7075
H 2.5325 2.8384 1.6868
H 2.7413 1.1456 -0.0005
H 1.4468 0.0467 0.8865
H -0.0770 2.3301 -0.2633
H 1.2873 2.1649 -1.4747
H -0.2068 0.9907 -2.4703
H -2.2167 0.4522 -1.9298
H -1.4809 -1.1017 -1.2948
H -2.9617 -1.4398 0.2411
H -3.4287 -0.4472 1.4546
H -3.4984 1.7907 0.8047
H -1.9016 2.3807 1.0378
H -1.3553 0.6050 2.2910
H -1.2385 -0.9868 1.6970
*
```

Entry 6:
This record from OMol25 describes a molecular structure, C21H39CeCl3N7O3Si. The level of theory is ωB97M-V/def2-TZVPD.

Values from the calculation:
LUMO (spin up / spin down)	0.14 / 0.14	eV
electronic energy	-3577.915476	Ha
energy above the lowest of the compared OMol25 structures with the same formula, charge and spin	49.74	kcal per mole

```
! RIJCOSX wB97M-V def2-TZVPD def2/J DEFGRID3
* xyz 0 2
C 1.6036 -1.3642 -3.8823
C 1.1700 0.0178 -3.4852
H 1.9759 -1.3883 -4.9130
H 0.7687 -2.0683 -3.8201
H 2.4006 -1.7238 -3.2285
C 0.4689 0.7984 -4.3209
C -0.0247 0.3325 -5.6448
H 0.2645 1.8331 -4.0760
H -0.4032 -0.6955 -5.6192
H 0.7698 0.3700 -6.3972
H -0.8347 0.9805 -5.9905
Ce -0.2412 -0.8794 1.7662
Cl 2.3875 -0.8495 1.8687
Cl -2.0964 -2.6100 2.0419
C 0.8421 2.3596 2.1595
O 0.0538 1.3856 2.0918
N 0.4198 3.6208 2.1988
C -1.0073 3.9335 2.1477
C 1.3410 4.7299 2.3963
H 1.9273 2.1969 2.2053
H -1.5816 3.0148 2.0492
H -1.2030 4.5984 1.2989
H -1.2852 4.4683 3.0636
H 2.3662 4.3582 2.3575
H 1.1600 5.2094 3.3699
H 1.2028 5.4926 1.6203
H -1.4261 -1.0520 -2.2480
H -2.6925 1.5991 -3.3216
C -2.4672 -0.9759 -1.8994
C -3.4228 1.2365 -2.5739
N -2.7676 0.4167 -1.5572
H -2.6024 -1.6156 -1.0156
C -2.4217 0.9220 -0.3700
O -1.8772 0.2529 0.5379
H -3.8968 2.1044 -2.0960
H -2.6443 1.9942 -0.2430
H -3.1505 -1.2696 -2.7026
H -4.1797 0.6327 -3.0953
O 0.5819 -0.3170 -1.4003
C 1.4725 0.4196 -2.0330
C 0.0709 2.4502 -1.7404
C 1.3360 1.8827 -1.6335
H -0.7565 1.8057 -2.0545
C -0.1324 3.7951 -1.4451
H 2.4982 0.0887 -1.8129
C 2.3797 2.6162 -1.0984
H -1.1416 4.2140 -1.5262
C 0.9690 4.5885 -1.1085
C 2.2138 3.9882 -0.8793
H 3.3197 2.1109 -0.8608
H 0.8468 5.6737 -1.0265
H 3.0587 4.5928 -0.5526
Si 0.6345 -4.4933 0.2824
Cl 0.2703 -2.4798 -0.3607
C -1.0667 -5.2531 0.4544
C 1.5032 -4.2362 1.8998
C 1.6254 -5.2517 -1.1309
H -1.8297 -4.7474 -0.1391
H -1.3707 -5.2125 1.5016
H -1.0007 -6.2936 0.1200
H 1.0026 -5.3462 -2.0383
H 1.9636 -6.2653 -0.8289
H 2.5137 -4.6526 -1.3838
H 1.4415 -3.2268 2.3214
H 2.5678 -4.4394 1.7549
H 1.0614 -4.9369 2.6173
N -1.5891 -2.3947 7.0089
N -0.8834 -1.6137 6.1147
N 0.3845 -1.1852 6.3857
C 0.7678 -0.7970 5.1715
N -0.1531 -1.0101 4.2120
N -1.2305 -1.5680 4.8522
H -2.5682 -2.3937 6.7639
H -1.3909 -2.1034 7.9564
H 1.7332 -0.3750 4.9631
*
```